Entry 1:
Here is a molecular structure, C4H9NO in a non-equilibrium geometry from the OMol25 dataset. Energies are from wB97M-V/def2-TZVPD.

Properties
total charge = 0
total energy = -287.60185 a.u.
orbital gap (spin up / spin down) = 7.994 / 7.993 eV
HOMO energy (spin up / spin down) = -0.2644 / -0.2643 Eh

```
15
C4H9NO, DFT wB97M-V/def2-TZVPD
O -0.5732 0.4131 -0.7982
C -1.0788 1.3853 -1.6858
C 1.0750 -0.2261 0.8622
H 0.1672 -1.4380 -0.4400
H -0.6887 -1.9183 1.7240
C 0.3914 -2.0046 1.5897
C 0.3772 0.9202 0.1224
H -1.7817 0.8885 -2.3609
H 0.8086 -2.9850 1.8013
H 1.2351 -0.7120 1.9890
N 0.8373 -1.4462 0.3226
H -0.0796 1.7061 0.7445
H -1.6133 2.1789 -1.1444
H 1.2065 1.3897 -0.4364
H -0.2831 1.8483 -2.2900
```



Entry 2:
Here is a single C4H9NO molecule from the OMol25 dataset. Energies are from wB97M-V/def2-TZVPD.

Properties
total charge = 0
total energy = -287.71520 a.u.
orbital gap = 8.883 eV
HOMO energy = -0.2919 Eh

```
15
C4H9NO, DFT wB97M-V/def2-TZVPD
O -1.4563 -0.3084 -1.0794
H 0.9399 0.2611 2.0004
C 0.7828 -1.5091 0.7749
H -1.5671 1.5227 -2.0410
C 0.2902 1.4946 -0.9617
H -1.0480 -0.6903 -1.8666
H 0.4780 -2.1388 1.6174
H 0.2420 -1.8402 -0.1134
C 0.4482 -0.0544 1.0720
H 1.8569 -1.6554 0.6154
H 1.8737 1.1550 0.1455
N 0.9044 0.8825 0.0248
H -0.6286 0.0653 1.2059
H -1.7355 1.5424 -0.2933
C -1.1647 1.0895 -1.1166
```



Entry 3:
Here is a single C4H9NO molecule in a non-equilibrium geometry from the OMol25 dataset. Energies are from wB97M-V/def2-TZVPD.

Properties
total charge = 0
total energy = -287.73140 a.u.
orbital gap = 10.133 eV
HOMO energy = -0.3360 Eh

```
15
C4H9NO, DFT wB97M-V/def2-TZVPD
N 1.8605 -0.6748 -0.7107
O 1.0726 1.1667 0.5055
H -1.4703 -1.3637 1.2307
H -1.0871 2.1070 -0.1432
H -1.4696 1.3516 1.4101
H -0.9721 -1.7104 -0.4246
H 0.2220 -1.8666 0.8320
C -0.2602 0.1776 0.2093
H 2.5409 -0.5482 0.0385
C 0.9055 0.3998 -0.6201
H -2.3410 0.8123 -0.0292
C -1.3701 1.1693 0.3338
C -0.6307 -1.2640 0.5337
H 0.6491 0.8462 -1.5769
H 2.3505 -0.6027 -1.5889
```